No. 1
Density functional theory data (ωB97M-V/def2-TZVPD) for 4 unconnected molecules or ions with the total composition C24H45BClF3NO9.

The calculation puts the HOMO-LUMO gap at 6.282 eV. The lowest unoccupied orbital energy comes out at 1.72 eV. The charge is -1.

Geometry as XYZ:
```
84
Properties=species:S:1:pos:R:3:forces:R:3:mulliken_charge:R:1
Cl 1.6986 5.0477 -4.1174 -0.46 -0.71 0.10 -0.207
F 3.7530 3.9042 -0.0169 -0.98 0.40 -3.23 -0.297
F 5.2454 5.4584 -2.4851 0.87 -3.79 1.67 -0.227
F 6.0277 3.1002 -2.4989 -2.48 3.01 -0.81 -0.218
O 1.4037 -3.0647 3.6499 -0.17 -0.07 0.39 -0.376
O -1.5705 4.8467 -4.1204 3.50 -1.97 1.37 -0.653
O -1.8815 -3.1049 -3.3592 -0.31 -0.38 0.02 -0.253
O -0.4390 3.7520 -6.6720 1.77 0.19 1.21 -0.598
O -3.1883 2.8259 5.9554 0.44 -0.07 0.10 -0.377
O -1.3326 4.1108 -1.9370 3.30 -0.23 -5.37 -0.725
O -2.7184 -5.8526 -3.9982 0.29 0.26 -0.09 -0.381
O 1.7712 -2.5596 6.5248 0.24 -0.11 -0.33 -0.375
O -0.9417 0.9491 6.2523 -0.38 -0.01 0.10 -0.325
N 0.7124 2.5938 -4.5986 -1.14 0.30 0.52 0.299
C -0.1990 1.4348 -4.4116 0.16 -1.78 -0.78 -0.917
C 0.3053 -0.2320 -0.8310 1.06 -2.48 4.60 -0.313
C -1.9081 -4.1743 -2.4154 0.46 0.04 -0.27 -0.519
C 5.0433 4.0768 -2.1185 -1.73 -0.24 1.35 0.198
C 0.8364 -4.3092 4.0365 0.03 0.01 -0.30 -0.793
C 1.2723 3.1751 -2.1075 0.63 1.14 0.40 -0.528
C -1.8192 0.9773 5.1267 0.32 0.38 -0.09 -0.237
C 0.4223 0.2478 -3.4599 -1.30 -0.16 0.22 -0.233
C 2.8253 2.7022 -2.2691 0.45 -1.37 1.56 -0.218
C -2.4857 3.6642 6.8633 -0.26 0.11 -0.06 -0.691
C -2.3869 -5.5462 -5.3470 -0.14 -0.09 0.07 -0.670
C -1.5892 0.4997 7.4362 0.19 0.02 -0.04 -0.895
C -1.6684 -5.5251 -3.0892 -0.45 0.09 0.18 -0.537
C 2.0972 3.0590 -6.8725 0.46 -0.52 1.19 -0.786
C -3.1851 -2.7119 -3.7707 0.10 0.28 0.01 -0.952
C 0.6308 3.6163 -3.5283 -0.27 0.01 1.15 0.120
C 0.8349 -0.6472 0.2953 -1.91 1.53 -5.54 -0.483
C 0.8276 -1.9619 4.3499 0.52 0.13 -0.09 0.033
C -2.3663 2.3822 4.8759 -0.35 -0.33 0.06 -0.669
C 2.9603 -3.3319 6.4181 -0.17 0.03 0.14 -0.753
C 1.6939 -1.5342 5.5343 -0.48 -0.05 0.13 -0.514
C -0.5754 0.0358 -2.1709 0.79 0.01 0.79 0.049
C -0.8261 4.2536 -3.2622 -5.36 1.28 3.88 0.069
C 3.8647 3.5767 -1.4149 2.41 0.37 -1.54 0.262
B 0.6946 3.1616 -5.9914 0.20 1.23 -1.57 0.612
H -0.1924 -2.1987 4.6727 0.08 -0.01 0.08 0.288
H 2.3942 4.0685 -7.3354 -0.53 -1.66 0.37 0.222
H -1.0990 -3.9909 -1.7012 -0.02 -0.01 -0.01 0.347
H 0.6571 2.3958 -1.5320 0.88 1.20 -1.20 0.152
H -1.2706 -0.8706 -2.3730 1.42 1.34 0.60 -0.065
H 1.2312 -0.6636 6.0093 -0.02 -0.01 -0.07 0.288
H 0.3821 -0.7643 -4.0312 0.29 1.81 0.88 0.340
H 1.5181 -5.1050 3.7276 -0.03 0.13 -0.04 0.263
H -3.6269 -2.0619 -3.0078 -0.11 -0.02 -0.05 0.343
H -1.6527 -0.5915 7.4258 -0.08 -0.08 0.09 0.315
H -1.4770 3.3027 7.0726 -0.01 -0.05 -0.06 0.279
H 2.6965 -1.2398 5.2028 -0.07 -0.11 -0.07 0.319
H -1.8766 -4.5843 -5.4407 -0.01 -0.04 0.07 0.258
H 1.9983 2.2019 -7.6372 0.20 1.49 0.83 0.257
H -3.0926 -2.1453 -4.7002 0.08 -0.02 0.12 0.247
H -3.8438 -3.5645 -3.9466 0.07 -0.05 0.03 0.454
H 2.9146 1.6078 -1.8830 -0.32 1.67 -0.84 0.296
H -1.7518 -6.3365 -5.7555 0.08 0.01 -0.12 0.324
H 0.7671 -1.1296 3.6415 -0.02 0.00 0.05 0.052
H -1.6573 -6.3026 -2.3189 0.01 0.02 0.00 0.368
H -0.1202 -4.4487 3.5214 -0.04 -0.08 0.08 0.317
H 1.5012 0.4591 -3.1361 -1.73 -0.20 -0.54 0.167
H -1.5542 3.0934 4.6903 0.01 -0.11 0.06 0.353
H -0.2975 4.7321 -6.7838 -0.31 -1.55 0.19 0.295
H 2.9280 2.7421 -6.1200 -1.24 0.59 -1.45 0.131
H -0.3046 0.9288 -5.4600 0.10 1.02 1.67 0.335
H -1.2697 1.6825 -4.0799 1.54 -0.03 -0.32 0.370
H 1.4539 -1.1129 1.1450 -1.40 1.20 -1.87 0.363
H -2.5913 0.9216 7.5467 0.05 0.01 -0.08 0.436
H -2.6335 0.2541 5.2525 -0.01 0.12 0.04 0.357
H -2.4311 4.6786 6.4540 0.10 0.02 0.07 0.332
H -3.3133 -5.5031 -5.9237 0.04 -0.07 0.10 0.248
H -0.6971 -5.5444 -3.5969 -0.07 0.11 0.02 0.321
H -0.9870 0.8109 8.2925 0.03 -0.05 -0.12 0.259
H 3.2102 -3.5681 5.3806 -0.05 0.06 0.02 0.326
H -2.9974 2.3576 3.9822 0.06 -0.01 0.02 0.377
H -1.2327 0.6701 4.2552 -0.04 0.03 -0.01 0.246
H 2.8073 -4.2688 6.9583 -0.04 0.12 0.03 0.248
H 1.2574 4.1350 -1.4475 -0.21 -1.77 -1.24 0.600
H -1.2898 0.9479 -2.0370 1.62 -1.38 0.04 0.407
H 3.7905 -2.7895 6.8779 0.14 -0.03 -0.03 0.316
H -3.0460 3.6961 7.8008 -0.03 -0.02 -0.13 0.242
H -2.8509 -4.1744 -1.8574 0.00 -0.07 -0.10 0.379
H 0.6818 -4.3821 5.1149 0.02 0.09 0.00 0.352
H 3.1279 2.7586 -3.3739 -0.28 -0.03 1.76 -0.049
```
Forces are in eV/Å.

=====

No. 2
Density functional theory data (ωB97M-V/def2-TZVPD) for 2 unconnected molecules or ions with the total composition C24H45BClI2N4O5.

The calculation puts the HOMO-LUMO gap at 8.102 eV. The lowest unoccupied orbital energy comes out at -3.49 eV. The charge is +1.

Geometry as XYZ:
```
82
Properties=species:S:1:pos:R:3:forces:R:3:mulliken_charge:R:1
I 5.7737 0.3937 0.7378 -1.16 -0.39 -0.44 0.144
I 3.6966 3.7623 0.5591 -0.46 -0.82 0.51 0.126
Cl -2.3940 -3.7620 2.5338 1.34 0.42 -0.31 -0.134
O -3.5145 -0.6360 0.8460 8.62 -2.07 -1.43 -0.507
O 3.1284 -0.9385 2.5474 -1.96 -0.82 -0.42 -0.251
O -0.1695 0.3043 4.9648 -0.08 0.79 -2.58 -0.482
O 3.9200 -1.8494 -1.1659 -2.58 -0.50 1.84 -0.737
O -3.4700 1.9058 -5.5910 7.76 3.51 0.25 -0.520
N -8.7270 0.1590 -5.7903 1.37 1.03 0.99 -0.353
N -1.0127 1.7172 -5.0423 -1.82 -0.50 0.57 0.009
N 0.2119 -1.3594 1.6933 0.48 0.52 0.40 0.945
N 4.2616 -3.0958 1.0222 -0.82 0.48 -1.52 -0.693
C -2.2431 2.4767 -5.5445 -4.97 -1.84 -0.07 0.416
C 1.1969 -0.5727 0.7921 0.15 3.24 -0.66 -0.500
C -1.9634 4.0529 -6.0233 0.51 -1.39 0.72 -0.872
C 0.3564 1.0881 -2.8502 -1.66 0.41 -0.36 -0.421
C -7.9241 0.7718 -5.2127 -0.93 -0.70 -0.65 0.284
C 2.2509 -1.8827 3.2430 -0.40 0.62 1.02 -0.906
C -6.9081 1.5474 -4.4818 0.17 0.16 0.07 -0.538
C 3.3011 1.9138 1.7520 0.57 -0.08 0.34 -0.130
C -1.1414 1.3893 4.7548 -1.36 0.89 1.21 0.124
C -0.8677 0.3687 -5.7137 0.56 0.08 -1.43 -0.777
C 0.1275 -2.8188 1.2649 -0.28 -3.05 -1.08 -0.360
C 2.7728 -0.7446 1.1352 1.33 0.28 -0.64 0.215
C 3.5561 0.6791 0.7139 -0.98 0.24 -0.23 -1.268
C -1.1140 1.4626 -3.5542 -0.15 -0.11 1.45 -0.618
C 4.3388 2.0016 3.0181 -0.47 1.14 1.27 -1.051
C -0.5931 -3.8819 2.2581 2.00 -2.02 0.40 0.259
C -0.3197 -5.3893 1.5796 -0.77 0.09 0.34 -0.974
C -1.1343 -0.6496 1.7576 -2.92 0.04 0.33 -0.178
C -2.2230 -0.9930 0.6001 -6.91 1.44 1.45 -0.420
C -0.5719 2.8994 5.0536 -1.22 0.47 -0.18 -0.904
C 0.7856 0.2186 3.8065 0.07 1.54 1.39 -0.343
C 0.7884 -0.5515 -0.7984 -0.78 1.14 -0.77 -0.663
C 0.0708 0.9100 -1.2116 0.99 -0.68 -1.68 -0.235
C 0.7362 -1.2628 3.1424 1.73 -0.80 2.88 0.068
B 3.6265 -1.8806 0.2993 1.90 -1.65 -1.54 0.717
H -1.1601 -5.5805 0.7717 1.97 0.44 1.45 0.336
H 0.5937 3.0083 5.0047 -2.31 -0.29 0.19 0.232
H -1.0283 3.2593 6.0947 1.47 -0.80 -2.22 0.299
H 5.2630 -3.2076 0.6837 -1.71 0.11 0.35 0.267
H 3.3296 -2.5376 -1.6091 1.40 1.18 0.70 0.309
H 3.3221 0.9522 -0.4245 0.40 -0.63 2.69 0.674
H 0.5134 1.1243 3.1309 0.63 -1.82 0.77 0.217
H 0.0728 -1.8742 3.9130 0.99 1.22 -2.10 0.717
H -2.0163 1.2032 5.5455 2.02 0.19 -1.81 0.389
H 5.3167 2.6424 2.7764 -2.25 -1.74 0.38 0.440
H -1.0930 0.8878 -1.1069 2.19 0.15 0.30 0.246
H -1.6621 1.3925 3.7044 1.20 -0.35 1.76 -0.015
H -0.7915 4.2303 -5.9968 -2.61 -0.44 -0.21 0.272
H -7.3363 2.4461 -4.0253 -0.14 -0.23 -0.17 0.277
H -1.0499 0.5542 -6.8744 0.40 -0.69 2.52 0.347
H -2.4040 4.1524 -7.1034 0.77 0.02 2.27 0.315
H -1.0790 0.5185 1.7942 0.43 -2.34 -0.22 0.363
H 2.3568 -3.0032 2.9267 -0.08 2.18 0.19 0.220
H 3.7764 2.6320 3.8618 1.13 -1.27 -1.82 0.289
H 1.2066 -3.3098 1.0996 -2.22 1.69 0.61 -0.123
H -1.6136 2.3751 -2.9764 1.22 -1.75 -1.38 0.314
H 1.8404 0.4848 4.3003 -2.12 -1.04 -1.50 0.023
H -1.0773 3.6168 4.2451 1.31 -1.46 1.71 0.272
H 0.9704 0.5665 1.0915 0.46 -2.63 -0.38 -0.354
H 1.6805 -0.6177 -1.5520 -1.33 -0.17 2.00 0.738
H 0.7767 -5.4780 1.1362 -2.39 0.13 0.95 0.251
H -0.3890 -2.9818 0.2076 0.97 0.92 2.33 0.450
H 3.7272 -3.9132 0.6015 1.08 0.86 0.67 0.185
H -0.4998 -6.2044 2.4233 0.56 1.83 -1.82 0.352
H 4.6095 0.9780 3.5160 -0.56 1.86 -1.29 0.261
H 2.2018 2.0476 2.1253 2.08 -0.52 -0.87 0.352
H -2.0435 -1.5589 -0.4120 0.05 1.13 1.98 0.210
H 0.0026 -1.3466 -1.1330 1.66 1.15 0.84 -0.050
H -0.0686 -3.9628 3.3278 -1.24 0.60 -2.42 0.338
H 0.6789 0.0683 -3.3611 -0.33 2.24 1.24 0.250
H 1.0934 1.9737 -3.0546 -1.21 -1.95 0.33 0.191
H 2.5523 -1.8391 4.3963 -0.66 0.00 -2.60 0.392
H -1.8138 0.5254 -3.3346 1.19 1.81 -0.48 0.231
H -2.4532 4.7646 -5.2261 0.72 -1.43 -1.82 0.279
H -1.6178 -0.9833 2.7969 0.82 0.69 -2.46 0.704
H -6.0972 1.8745 -5.1411 -0.20 -0.18 -0.04 0.116
H -6.4535 0.9608 -3.6765 -0.21 -0.07 -0.22 0.222
H -1.6083 -0.4414 -5.3064 1.30 1.49 -0.77 0.262
H 0.6005 1.8094 -0.6795 -1.25 -1.74 -0.74 0.207
H 0.2624 0.0377 -5.5770 -2.49 0.55 -0.30 0.256
```
Forces are in eV/Å.

=====

No. 3
Density functional theory data (ωB97M-V/def2-TZVPD) for 8 unconnected molecules or ions with the total composition C24H45FO24.

The structure (SMILES) is O=C1OC[C@@H](F)O1.COC(=O)OC.COC(=O)OC.COC(=O)OC.COC(=O)OC.COC(=O)OC.COC(=O)OC.COC(=O)OC. The calculation puts the HOMO-LUMO gap at 9.845 eV. The lowest unoccupied orbital energy comes out at 0.16 eV. The value obtained for the energy above the lowest of the compared OMol25 structures with the same formula, charge and spin is 4.275 eV.

Geometry as XYZ:
```
94
Properties=species:S:1:pos:R:3:forces:R:3:mulliken_charge:R:1
F -0.5144 0.9263 0.0215 -2.29 1.62 0.31 -0.118
O -5.4731 2.7494 0.5737 1.13 -2.56 -0.99 -0.344
O 3.0924 1.6454 1.8613 0.32 2.58 -0.94 -0.618
O -4.2343 -0.4408 1.3572 -2.49 0.85 0.69 -0.343
O 2.4194 3.8065 1.4393 3.62 0.97 -0.33 -0.395
O -3.3018 3.4890 0.8188 -0.82 -1.03 0.41 -0.599
O -0.4356 -4.4181 5.1323 3.84 1.91 0.35 -0.649
O 4.4822 3.2917 1.1042 -0.59 0.64 -0.19 -0.333
O 3.4037 -4.5761 0.5860 1.37 1.97 -0.88 -0.551
O 0.8827 -3.0066 1.4869 -1.33 2.98 -1.46 -0.627
O -6.2710 -0.2823 2.1712 -0.36 -0.49 0.19 -0.317
O -1.2970 0.4019 -5.3772 -0.85 -0.75 -1.82 -0.326
O 2.1090 1.2942 -2.5700 1.75 1.26 -1.95 -0.327
O 3.9417 -2.8237 -0.8567 1.25 0.80 1.26 -0.210
O -4.6176 -1.0498 3.5894 -1.27 1.39 -2.32 -0.566
O 3.9248 1.5415 -3.8853 3.80 -2.01 -1.99 -0.414
O 4.5886 -2.7414 1.2506 -0.26 -2.45 0.25 -0.415
O 0.4863 -2.3134 5.1945 -1.10 0.03 0.96 -0.274
O -4.0862 2.6376 -1.1014 0.01 -0.23 -0.38 -0.371
O -2.7556 -1.1096 -5.9456 2.55 2.04 1.19 -0.346
O 0.4292 -0.7793 1.1069 -1.19 0.96 2.08 -0.297
O -1.9717 -0.9985 -3.7127 -0.15 -0.09 -1.39 -0.475
O 0.7392 -2.0640 -0.5427 -0.29 -1.84 -2.31 -0.333
O 2.7843 3.1582 -3.6657 -2.07 3.49 0.34 -0.418
O 1.8146 -3.9319 5.1221 3.14 -0.17 -0.39 -0.319
C 2.8812 1.9320 -3.3422 -4.28 -1.58 4.46 0.723
C -2.8469 -0.7486 1.3336 -0.50 -1.55 2.22 -0.576
C 0.4385 0.0405 -0.0255 2.98 0.97 -0.03 0.622
C 5.6420 2.5137 1.2761 0.69 -0.60 0.12 -0.645
C -4.1880 2.9235 0.2106 0.56 1.94 -0.88 0.889
C 4.4525 -1.3477 1.3207 -0.51 0.48 -0.71 -0.437
C -5.0422 -0.6042 2.5196 3.70 -1.59 -0.21 0.706
C 3.3686 -3.2862 -2.0477 -1.46 -1.99 1.15 -0.660
C 1.0654 3.6843 1.5284 -1.66 -0.99 0.31 -0.391
C 0.6173 -2.0318 0.7773 2.16 -3.25 0.96 0.682
C 4.3794 0.2288 -3.6660 1.11 -0.49 -0.68 -0.560
C 0.5917 -3.6741 5.1804 -7.47 0.56 -0.72 0.876
C -7.2219 -0.2814 3.2389 -0.53 0.25 1.14 -0.694
C -3.4807 -2.2867 -5.8377 -0.72 -0.64 0.41 -0.630
C 3.3107 2.8127 1.4925 -1.31 -2.46 0.97 0.907
C 1.6900 3.9461 -3.1135 -0.03 0.78 -1.43 -0.581
C -0.8119 -1.7082 5.4445 -0.18 0.18 -1.35 -0.751
C -0.2994 1.0789 -4.6590 0.05 -1.42 1.96 -0.003
C 2.2383 -4.9377 4.2303 0.76 -1.93 0.57 -0.620
C -1.9906 -0.6391 -4.8693 -0.44 0.36 -0.80 0.590
C -2.8507 2.8542 -1.8275 -0.61 -0.25 -0.95 -0.523
C 0.3424 -0.8475 -1.1971 -0.11 -1.25 -0.03 0.795
C 3.9221 -3.5026 0.3388 -0.84 0.04 -0.06 0.791
C -5.7906 2.9950 1.9343 -0.24 3.15 -0.66 -0.747
H -3.0897 2.9650 -2.8852 -0.95 -0.18 -0.05 0.380
H -2.2749 1.9292 -1.8571 0.44 0.31 0.85 0.013
H -5.2265 2.5413 2.7492 0.00 -0.37 -0.54 0.254
H 3.9929 -4.0387 -2.5294 0.35 0.54 -0.39 0.304
H -7.3811 -1.1594 3.8650 1.11 -0.72 -0.47 0.326
H 1.5672 -5.7849 4.3713 0.10 -0.13 -0.32 0.371
H 4.6364 -0.9635 0.3174 0.15 0.58 0.25 0.276
H -1.1065 -1.6102 6.4893 0.46 -0.21 -0.01 0.327
H -6.8889 0.4749 3.9497 -0.51 0.31 -0.10 0.308
H -2.2775 -0.0158 1.9054 0.16 0.17 -0.59 0.314
H 5.4973 1.7107 1.9988 -0.04 0.28 0.20 0.318
H -8.2389 -0.1622 2.8654 0.43 0.81 -0.56 0.263
H 5.0595 0.0344 -4.4953 -0.46 -0.24 -0.36 0.294
H 2.5248 -3.8671 -1.6753 -0.58 -0.04 -0.67 0.345
H 1.4640 4.5956 -3.9591 -0.11 0.19 0.12 0.291
H 0.6386 4.6614 1.7547 0.18 -0.02 -0.17 0.298
H 2.3419 -4.6880 3.1743 -0.41 0.68 0.17 0.225
H -0.7941 -0.7419 4.9405 0.66 0.35 0.56 0.232
H 3.5320 -0.4567 -3.6527 0.41 -0.09 0.39 0.180
H 3.4383 -1.0969 1.6316 -0.01 0.15 0.05 0.279
H -4.1214 -2.1629 -4.9646 -0.18 -0.77 -0.04 0.299
H -1.6358 -2.1302 4.8690 0.21 -1.01 0.29 0.360
H 5.9567 2.0297 0.3515 -0.24 0.15 -0.24 0.223
H -2.8453 -3.1722 -5.8224 0.10 0.02 0.52 0.287
H 5.1516 -0.9859 2.0747 0.02 -0.08 -0.25 0.201
H -0.7914 1.3610 -3.7282 0.43 1.00 0.06 -0.086
H 6.4210 3.2183 1.5671 -0.02 -0.22 0.16 0.262
H 2.0187 4.6066 -2.3111 0.17 -0.55 0.21 0.324
H 0.2307 1.8359 -5.2370 -0.80 0.08 -0.11 0.281
H 0.4487 0.3625 -4.3199 0.21 -0.10 -0.13 0.195
H 0.7602 3.4177 -2.9027 0.54 -0.48 0.30 0.166
H -2.3286 3.8023 -1.6986 0.13 -0.33 1.26 0.357
H -0.6759 -0.8783 -1.5847 -0.17 -0.35 0.12 -0.176
H 1.3825 0.5831 0.0239 0.19 0.09 -0.08 -0.249
H -5.5887 4.0607 1.8266 0.28 0.51 1.91 0.446
H 1.0037 -0.6519 -2.0412 0.15 0.15 0.47 -0.278
H -2.8046 -1.6761 1.9046 0.66 -0.19 0.17 0.476
H 0.8143 3.0135 2.3501 -0.35 -0.25 -0.23 0.324
H 3.2233 -5.1978 4.6180 -0.01 -0.21 -0.25 0.233
H 0.7296 3.3311 0.5534 -0.65 -0.15 0.23 0.090
H -4.0561 -2.3823 -6.7586 -0.19 0.28 0.17 0.215
H -2.4858 -1.0259 0.3433 -0.43 0.80 -0.14 0.086
H 3.0019 -2.4594 -2.6560 0.46 -0.08 0.08 0.093
H 5.0949 0.2191 -2.8437 -0.76 -0.22 0.68 0.283
H -6.8758 3.0341 2.0285 0.11 -1.05 0.02 0.209
```
Forces are in eV/Å.